1.
Density functional theory data (ωB97M-V/def2-TZVPD) for a cluster of 13 separate species, C2H27O14 in total.

Each line ends with the Mulliken charge.
CARTESIAN COORDINATES (ANGSTROEM)
O 1.698 -2.295 2.948  -0.657
H 0.345 1.632 -0.150  0.142
H 3.441 0.586 1.111  0.384
H -1.279 -2.618 -2.993  0.323
H 1.721 -2.487 -0.165  0.355
H -0.626 -2.823 0.834  0.265
O -0.716 1.122 2.701  -0.682
H 2.249 -2.375 -1.592  0.296
O -1.498 -0.646 -0.538  -0.481
H -1.261 -3.464 2.062  0.292
H -0.097 1.252 -1.758  0.232
H -2.816 0.347 -4.573  0.294
O 2.674 0.327 1.641  -0.603
O -0.808 -3.684 1.245  -0.670
H -1.636 -2.529 -1.517  0.316
H 4.874 2.436 -0.047  0.336
H -3.270 -1.739 0.309  0.325
C -0.297 -0.399 -0.275  0.082
H -1.366 3.273 0.578  0.319
O -2.788 1.515 -1.681  -0.731
H -3.685 1.302 -1.403  0.275
H 2.075 -0.140 1.026  0.330
H -0.122 0.853 1.989  0.332
H 1.949 2.888 1.596  0.318
H -2.033 1.118 -3.516  0.361
H -3.276 -1.717 1.827  0.297
O -3.642 -2.194 1.077  -0.632
O -1.928 0.646 -4.359  -0.679
H 2.252 -1.675 3.431  0.315
H -1.156 0.304 2.952  0.329
O -1.738 -3.096 -2.296  -0.689
H 3.606 1.701 -0.420  0.264
C 0.387 0.818 -0.883  -0.775
H 2.709 4.178 1.273  0.265
O 0.402 -1.069 0.544  -0.202
H -2.291 3.127 -0.636  0.383
O 2.433 3.339 0.891  -0.561
O 4.559 1.572 -0.328  -0.678
H -2.240 0.781 -1.310  0.421
O -1.948 3.778 0.003  -0.685
H 1.306 -1.749 2.249  0.319
O 2.394 -2.848 -0.767  -0.657
H 1.444 0.653 -1.080  0.213

Forces on the atoms, in the same order (eV/Å):
-0.132 0.152 0.168
0.077 -0.116 0.116
0.040 -0.151 0.206
-0.047 0.060 0.036
0.152 -0.105 -0.145
0.081 -0.103 0.195
-0.020 0.209 -0.092
-0.051 -0.022 0.019
0.047 0.350 -0.311
-0.029 -0.008 -0.007
-0.033 -0.395 -0.139
0.003 -0.030 0.072
-0.177 0.209 -0.247
0.056 0.014 -0.184
-0.041 -0.023 -0.073
-0.088 -0.011 0.073
0.255 -0.108 0.128
0.266 -0.273 0.445
-0.090 -0.055 0.055
0.117 0.098 0.023
0.040 -0.023 -0.049
0.068 -0.110 0.242
0.093 -0.231 0.121
0.195 -0.179 -0.065
-0.203 -0.171 -0.154
0.044 0.038 -0.062
-0.307 0.159 -0.027
0.147 0.165 0.037
0.056 0.033 -0.142
0.067 -0.025 -0.039
0.020 0.032 -0.015
0.081 0.262 -0.046
-0.188 0.689 0.094
-0.102 -0.011 -0.024
-0.126 0.304 -0.307
0.149 0.001 0.153
-0.047 0.130 0.059
-0.038 -0.148 -0.119
-0.182 -0.265 0.138
-0.069 0.017 -0.166
-0.008 -0.260 0.032
-0.045 0.118 0.087
-0.030 -0.216 -0.084

Values from the calculation:
Strongest force on any atom: 0.72 eV/A
LUMO energy: 0.0843 Ha
Total charge: -1
ΔE to the lowest compared entry with this formula, charge and spin: 7.9 kJ/mol

2.
Density functional theory data (ωB97M-V/def2-TZVPD) for a cluster of 2 separate species, C2H5NO3 in total in a non-equilibrium geometry.

Each line ends with the Mulliken charge.
CARTESIAN COORDINATES (ANGSTROEM)
O 0.697 -0.511 1.701  -0.390
N 0.689 1.111 0.011  1.007
O 0.100 2.074 -0.442  -0.563
H 1.661 -0.524 1.433  0.346
H -0.305 -1.698 -1.478  0.318
C 0.009 0.389 1.037  -0.123
H -0.756 0.901 1.587  0.304
H -1.083 -0.143 -1.662  0.333
H -1.909 -1.540 -0.895  0.314
O 1.866 0.913 -0.208  -0.656
C -0.971 -0.973 -1.083  -0.890

Forces on the atoms, in the same order (eV/Å):
1.415 -0.218 0.327
-0.209 1.751 1.279
-1.007 0.230 -0.579
-1.258 0.154 -0.157
1.347 -0.274 0.109
0.499 -1.133 -1.099
-0.499 0.122 -0.393
-0.225 2.491 -1.204
0.470 0.906 0.500
0.919 -1.468 -0.035
-1.451 -2.561 1.252

Values from the calculation:
Strongest force on any atom: 3.20 eV/A
LUMO energy (alpha / beta): -0.0182 / -0.0423 Ha
Total charge: 0
ΔE to the lowest compared entry with this formula, charge and spin: 700.1 kJ/mol

3.
Density functional theory data (ωB97M-V/def2-TZVPD) for an isolated molecule of C5H9NO.

Each line ends with the Mulliken charge.
CARTESIAN COORDINATES (ANGSTROEM)
C -0.022 0.145 0.122  1.681
H 1.884 -0.443 -0.979  0.301
H 0.171 -2.605 -1.297  0.191
C -0.375 0.559 1.548  -1.548
H 0.774 2.065 -0.479  0.371
H -0.974 1.894 -0.759  0.360
C 1.146 -0.834 -0.268  -0.754
H -1.382 0.994 1.499  0.337
H 0.179 1.079 -1.840  0.398
N 0.130 -1.678 -0.899  -0.154
H 1.664 -1.323 0.564  0.271
H 0.291 1.323 1.967  0.386
O -2.105 -1.259 -0.254  -0.630
H -0.435 -0.285 2.243  0.379
C -0.932 -0.997 -0.370  0.039
C -0.014 1.366 -0.798  -1.628

Forces on the atoms, in the same order (eV/Å):
-0.020 0.165 0.032
-0.144 0.063 0.215
0.044 0.050 0.162
0.020 -0.041 0.063
-0.197 -0.168 -0.088
0.167 -0.104 0.009
0.219 0.065 0.088
0.203 -0.092 0.067
-0.049 0.065 0.224
-0.195 -0.157 -0.012
-0.164 0.129 -0.013
0.011 -0.194 -0.177
0.361 0.165 -0.230
0.138 0.055 -0.148
-0.333 -0.065 -0.057
-0.060 0.065 -0.135

Values from the calculation:
Strongest force on any atom: 0.46 eV/A
Structure (SMILES): CC1(C)CNC1=O
LUMO energy: 0.0315 Ha
Total charge: 0
ΔE to the lowest compared entry with this formula, charge and spin: 80.1 kJ/mol

4.
Density functional theory data (ωB97M-V/def2-TZVPD) for a structure of composition C36H25N6O2PPtS3.

Each line ends with the Mulliken charge.
CARTESIAN COORDINATES (ANGSTROEM)
C 0.615 0.912 5.055  -0.393
C 4.176 0.345 2.817  -0.118
N -0.168 -5.514 1.034  -0.476
C 0.901 -4.419 -3.265  -0.982
C -3.996 2.316 0.311  -0.708
P -0.175 0.366 -1.315  0.187
C 0.627 -2.429 -1.871  -0.025
N 2.718 -0.506 0.725  -0.288
C -1.878 2.041 4.584  -0.846
H -0.755 1.715 1.078  0.565
H 5.817 0.541 1.420  0.383
C -2.805 2.335 1.026  -0.791
C -2.139 -3.376 -0.921  0.534
H -2.860 2.470 4.424  0.272
H -1.267 1.233 -3.940  0.605
N 0.933 -0.843 2.014  -0.847
C -1.522 0.867 3.946  -0.277
H -2.756 2.806 1.997  0.555
C 2.231 1.390 -2.141  -0.576
Pt 0.635 -1.433 -0.062  2.294
H 1.249 -5.441 -3.344  0.435
O -1.104 -1.788 2.933  -0.744
C -0.751 -1.811 -5.316  -0.907
H 4.727 0.700 3.681  0.426
H 3.520 4.481 -2.606  0.389
H -2.314 4.051 6.151  0.227
C 0.006 -1.796 -2.993  -0.403
C -0.977 0.191 -4.003  -0.271
S -3.033 -2.726 -2.166  -0.007
C -4.054 1.688 -0.924  -0.653
H 1.573 -4.229 -1.227  0.575
C 1.075 -3.718 -2.043  -0.312
C -0.272 0.307 4.171  -0.469
H 1.573 0.448 5.238  0.518
C 3.982 -0.166 0.533  -0.080
C 2.227 -0.433 1.984  0.313
H 4.138 2.096 -2.811  0.423
O 0.980 -1.963 4.279  -0.713
C 3.149 2.372 -2.467  -0.779
C 0.953 1.738 -1.704  0.697
C 4.785 0.267 1.572  -1.022
C 0.607 3.082 -1.596  -0.343
C 2.801 3.713 -2.354  -0.505
N -2.204 -6.342 -2.797  -0.468
S 0.142 -1.218 3.389  1.164
H 0.140 -4.365 -5.254  0.396
C 0.261 2.089 5.683  -0.749
S -1.816 -2.194 0.265  0.084
H -0.383 3.363 -1.263  0.409
H -2.215 0.364 3.284  0.646
C -0.445 -0.447 -2.912  -0.017
H -4.883 2.779 0.723  0.400
N 2.912 0.010 3.037  -0.338
C 0.285 -3.828 -4.324  -0.854
C 1.532 4.064 -1.920  -0.691
C -0.823 -5.144 0.163  0.056
C -1.719 1.130 -0.759  0.576
H -0.877 -2.348 -6.249  0.415
H 1.258 5.107 -1.836  0.424
C -1.141 -0.505 -5.216  -1.003
H -0.820 4.092 6.904  0.226
H -4.985 1.654 -1.473  0.422
C -2.919 1.097 -1.460  -0.598
N -1.327 3.874 6.062  -0.575
C -0.161 -2.485 -4.223  1.284
C -1.675 1.730 0.503  -0.752
H 4.356 -0.240 -0.482  0.501
C -1.631 -4.688 -0.913  0.555
H -1.570 0.002 -6.071  0.436
C -1.944 -5.601 -1.955  -0.236
H 2.493 0.340 -2.227  0.583
H 0.951 2.565 6.370  0.282
H -2.976 0.595 -2.414  0.425
C -0.988 2.670 5.457  1.130

Forces on the atoms, in the same order (eV/Å):
-0.034 -0.022 -0.058
0.030 0.007 -0.033
0.026 -0.011 0.028
0.030 -0.027 0.065
0.003 0.000 0.004
0.073 0.021 -0.134
0.163 0.191 0.031
0.123 0.003 -0.030
-0.030 -0.032 -0.037
-0.003 0.000 0.011
0.009 0.003 0.001
-0.015 -0.012 -0.018
-0.026 0.124 0.038
-0.007 0.001 0.001
0.001 0.008 -0.005
0.140 0.042 0.039
0.040 0.029 0.003
0.002 0.013 0.011
-0.013 -0.094 0.000
-0.439 -0.224 0.079
0.011 -0.010 0.005
-0.012 -0.027 0.041
0.019 -0.070 0.009
0.017 0.002 -0.001
0.004 0.009 0.001
0.000 0.006 0.001
-0.025 -0.014 -0.090
-0.008 -0.022 -0.004
-0.028 0.004 -0.070
-0.008 0.005 0.012
-0.006 -0.001 -0.005
0.012 -0.025 -0.012
0.012 -0.020 0.051
0.025 -0.003 0.005
0.023 0.015 -0.135
-0.143 0.013 0.013
0.006 -0.010 -0.004
0.035 -0.001 0.037
0.011 -0.003 -0.007
-0.087 -0.056 0.033
-0.036 0.017 0.067
-0.020 -0.052 0.028
-0.014 0.015 0.008
0.002 -0.045 -0.017
-0.042 0.048 -0.153
-0.009 0.007 -0.011
0.031 -0.008 0.024
0.081 0.026 0.057
-0.016 0.009 0.008
-0.020 0.003 0.005
-0.019 0.033 0.017
-0.006 0.007 0.006
-0.001 0.001 0.118
-0.007 0.016 -0.070
0.040 0.010 -0.015
-0.049 0.004 -0.039
0.120 -0.008 0.083
0.002 -0.008 -0.008
-0.006 0.008 0.005
-0.011 0.074 -0.011
0.003 0.003 0.001
-0.008 -0.004 -0.005
-0.006 -0.017 -0.019
-0.008 -0.002 0.001
-0.003 0.024 0.040
-0.003 0.034 -0.028
-0.008 -0.014 0.008
0.071 -0.143 -0.002
-0.008 0.007 0.004
-0.010 0.089 0.038
0.023 0.039 -0.004
0.014 -0.003 0.003
-0.003 -0.009 -0.040
-0.003 0.025 0.023

Values from the calculation:
Strongest force on any atom: 0.50 eV/A
Spin multiplicity: 5
LUMO energy (alpha / beta): -0.0201 / -0.1231 Ha
Total charge: 0
ΔE to the lowest compared entry with this formula, charge and spin: 0.0 kJ/mol

5.
Density functional theory data (ωB97M-V/def2-TZVPD) for a cluster of 2 separate species, CH2FN4O2 in total in a non-equilibrium geometry.

Each line ends with the Mulliken charge.
CARTESIAN COORDINATES (ANGSTROEM)
N -0.986 -0.769 0.538  -0.417
N 2.255 -0.163 -0.369  0.774
O 2.983 0.763 0.100  -0.588
N 0.969 0.309 -0.386  -0.106
N -1.937 1.753 -0.710  -0.327
C -0.190 -0.006 -0.211  0.024
H -0.770 -0.919 1.524  0.205
O 2.539 -1.274 -0.874  -0.596
F -2.877 0.921 -0.013  -0.331
H -1.986 -0.616 0.401  0.362

Forces on the atoms, in the same order (eV/Å):
0.173 -0.485 0.658
-1.458 1.408 1.584
1.010 -2.191 -1.006
1.762 -0.401 -1.090
0.951 -0.618 -0.072
-2.621 0.343 -0.299
0.333 -0.153 -0.394
0.213 1.705 0.549
-0.789 -0.010 0.218
0.425 0.402 -0.149

Values from the calculation:
Strongest force on any atom: 2.66 eV/A
LUMO energy (alpha / beta): 0.1362 / 0.1444 Ha
Total charge: -1
ΔE to the lowest compared entry with this formula, charge and spin: 273.2 kJ/mol

6.
Density functional theory data (ωB97M-V/def2-TZVPD) for a structure of composition C23H35BaN4O8.

Each line ends with the Mulliken charge.
CARTESIAN COORDINATES (ANGSTROEM)
H -0.531 -2.878 4.689  0.467
H -1.450 -1.257 6.365  0.429
H -1.004 3.117 4.372  0.459
N -7.167 1.121 -0.713  -0.435
H 2.134 -4.148 -2.009  0.479
C -0.771 -1.486 3.078  -0.508
O -0.171 2.842 1.120  -0.409
C 1.382 -3.282 -0.199  -0.696
O 1.612 -2.165 -2.352  -0.194
H -1.947 -0.407 -4.388  0.480
C 2.139 -3.173 -1.510  -0.810
C -0.752 -2.155 -2.888  -0.695
Ba -0.187 0.391 -0.196  1.336
H 3.184 -2.913 -1.326  0.338
C -6.043 0.890 -0.770  -0.061
H -0.211 -0.048 -4.555  0.246
H -1.503 -2.477 -3.614  0.447
C -2.200 1.895 3.023  -0.066
H -1.759 4.000 3.061  0.348
N -1.161 -0.284 2.635  0.510
H 0.777 2.297 -4.314  0.470
H -0.369 -2.159 2.328  0.389
O -2.572 0.947 -0.218  -0.051
H 3.408 2.093 0.666  0.330
H 4.204 1.069 -1.448  0.481
C 3.419 1.011 0.530  -0.760
H -1.029 -2.601 -1.931  0.184
C 3.295 0.715 -0.948  -0.215
C -4.647 0.586 -0.841  0.685
C 0.879 2.280 -3.226  -0.770
C 1.988 1.327 -2.842  -0.138
C -1.070 -0.003 -3.874  -0.672
H 0.327 -3.487 -0.382  0.280
C 2.652 -1.916 1.269  -0.562
H 1.768 -0.705 2.801  0.093
C -1.247 3.064 3.308  -0.865
H 2.901 1.642 -3.360  0.479
H 3.501 -1.890 0.578  0.331
O -0.357 1.950 -2.598  -0.288
N -3.816 1.273 -0.109  -0.881
C 0.055 2.991 2.531  -0.318
H 0.655 3.886 2.710  0.337
N -3.754 -1.264 -2.412  -0.488
H 0.660 -3.676 -3.428  0.507
C -0.853 -1.888 4.396  -0.800
H 4.370 0.624 0.906  0.428
C -1.366 -0.988 5.320  -0.520
C 2.586 -0.647 2.083  -0.838
C -4.177 -0.452 -1.715  0.169
C -1.688 0.571 3.522  0.365
C -1.790 0.248 4.874  -0.720
H 3.186 -0.357 -1.153  -0.102
H 0.910 -2.141 -4.261  0.273
H 2.799 -2.765 1.947  0.497
O 2.162 1.419 -1.431  -0.155
H -1.477 2.047 -4.346  0.471
H -2.223 0.965 5.559  0.473
H 0.648 2.123 2.824  0.074
H 1.766 0.290 -3.118  -0.098
O -0.805 -0.749 -2.697  0.506
C -1.367 1.420 -3.457  -0.593
H 3.522 -0.522 2.637  0.466
H 1.143 3.284 -2.891  0.342
H -3.158 2.099 3.503  0.526
C 0.637 -2.589 -3.303  -0.733
H -2.392 1.812 1.955  -0.397
O 2.322 0.502 1.291  0.072
H -0.910 3.410 0.866  0.265
H -2.285 1.452 -2.874  0.012
H 1.786 -4.108 0.396  0.458
O 1.430 -2.071 0.556  0.336

Forces on the atoms, in the same order (eV/Å):
0.002 -0.006 -0.007
-0.004 0.008 0.005
-0.023 0.011 0.011
-0.009 -0.003 -0.027
-0.006 -0.002 0.001
0.007 -0.023 -0.041
0.008 -0.039 -0.091
-0.007 -0.002 -0.005
0.008 -0.004 -0.005
0.009 -0.026 0.011
-0.017 0.013 0.013
-0.010 -0.033 0.060
-0.078 -0.069 0.216
0.000 -0.014 0.008
-0.019 0.000 0.050
-0.007 -0.006 -0.007
0.005 0.041 -0.016
0.083 0.003 0.020
0.009 0.009 0.004
0.174 0.031 -0.043
-0.053 -0.009 0.008
0.008 -0.001 0.011
-0.095 0.080 -0.101
0.060 -0.001 -0.003
-0.034 0.012 -0.042
-0.026 0.056 0.005
-0.006 -0.026 -0.017
0.101 0.016 0.071
0.047 -0.014 -0.049
-0.004 0.043 0.022
-0.016 0.108 -0.117
-0.042 0.054 -0.005
0.004 -0.010 -0.007
-0.017 -0.020 0.026
0.007 -0.007 0.000
-0.013 -0.060 -0.057
0.043 -0.047 0.066
0.004 0.008 0.004
0.109 -0.066 0.035
0.022 -0.017 0.034
-0.029 -0.014 0.045
0.010 -0.016 -0.003
0.004 0.000 -0.006
0.009 0.002 -0.012
-0.027 0.032 0.033
-0.037 -0.043 0.048
0.017 -0.038 -0.016
0.008 0.009 0.011
-0.019 0.005 0.005
-0.057 -0.009 -0.040
-0.021 0.000 -0.001
-0.009 -0.003 0.019
-0.015 0.004 0.003
-0.001 -0.002 -0.009
-0.067 -0.049 0.021
-0.035 0.034 0.031
0.001 0.003 0.000
-0.014 -0.007 -0.003
-0.019 0.005 -0.013
0.019 0.039 0.054
0.043 -0.043 0.033
-0.006 0.000 0.003
0.030 -0.001 -0.026
0.006 0.009 0.013
0.011 -0.002 0.031
-0.027 0.004 0.000
-0.073 0.048 -0.183
0.048 0.002 -0.038
-0.011 -0.012 -0.014
0.003 0.003 0.002
0.032 0.048 -0.032

Values from the calculation:
Strongest force on any atom: 0.24 eV/A
LUMO energy: -0.0761 Ha
Total charge: +1
ΔE to the lowest compared entry with this formula, charge and spin: 24.5 kJ/mol